A 14-piece molecular cluster, C60H153N13O4 overall at a distorted geometry. Source: the OMol25 dataset; level of theory: ωB97M-V/def2-TZVPD.

```
230
Properties=species:S:1:pos:R:3:lowdin_charge:R:1
N 2.032 3.821 3.589 0.3207
H 1.409 4.519 3.202 0.1253
H 1.933 2.939 3.052 0.0793
H 1.799 3.679 4.573 0.1552
H 3.008 4.115 3.551 0.1535
N 1.812 -3.028 -3.147 0.2640
H 1.346 -2.173 -3.479 0.0570
H 2.590 -3.166 -3.782 0.1323
H 1.105 -3.806 -3.045 0.0797
H 2.096 -2.673 -2.191 0.0685
N 0.813 4.457 -1.754 0.2863
H 0.240 4.336 -2.646 0.0836
H 1.786 4.269 -1.985 0.1476
H 0.472 3.764 -1.060 0.0684
H 0.668 5.379 -1.359 0.1227
N -1.541 4.994 1.393 0.2839
H -1.012 5.409 2.158 0.1236
H -1.225 4.045 1.111 0.0680
H -1.282 5.668 0.673 0.1144
H -2.574 5.033 1.625 0.0857
C 1.831 -0.250 0.813 0.0090
C 1.752 -0.872 -0.465 -0.2913
C 0.933 -0.119 -1.573 -0.2704
O 1.038 -0.391 -2.768 0.0155
C 0.164 1.031 -1.162 -0.0119
C 0.343 1.613 0.065 -0.3399
C 1.197 0.930 1.130 -0.3619
O 1.330 1.386 2.309 -0.0825
O -0.347 2.702 0.259 -0.1794
O 2.177 -2.006 -0.730 0.0005
H 2.358 -0.812 1.573 0.1015
H -0.539 1.472 -1.851 0.0703
C -1.800 5.933 -5.604 -0.0617
C -0.729 5.594 -4.552 -0.2452
N -0.734 4.176 -4.110 -0.2371
C -2.066 3.782 -3.599 -0.2269
C -2.604 4.684 -2.487 -0.0629
C -0.276 3.278 -5.178 -0.1987
C 0.134 1.928 -4.552 -0.0648
H -2.787 5.855 -5.143 0.0674
H -1.802 5.278 -6.472 0.0798
H -1.732 6.953 -5.981 0.0848
H 0.236 5.780 -5.036 0.1131
H -0.667 6.283 -3.707 0.1002
H -2.773 3.755 -4.433 0.1186
H -2.001 2.773 -3.187 0.0921
H -2.596 5.739 -2.772 0.0701
H -3.626 4.396 -2.253 0.0617
H -1.965 4.651 -1.599 0.0464
H 0.633 3.684 -5.621 0.1205
H -1.057 3.156 -5.932 0.1211
H -0.684 1.204 -4.594 0.0599
H 0.376 1.972 -3.491 0.0400
H 0.946 1.465 -5.108 0.0705
C -7.242 -0.966 -4.476 -0.0868
C -5.936 -0.226 -4.722 -0.2595
N -5.102 -0.112 -3.549 -0.1835
C -3.748 0.339 -3.817 -0.2449
C -2.769 0.151 -2.672 -0.0690
C -5.744 0.548 -2.429 -0.2417
C -5.873 2.075 -2.490 -0.0768
H -7.097 -1.895 -3.924 0.0817
H -7.763 -1.198 -5.407 0.0765
H -7.993 -0.355 -3.971 0.0662
H -5.421 -0.711 -5.553 0.0992
H -6.189 0.769 -5.131 0.1172
H -3.370 -0.253 -4.654 0.0829
H -3.803 1.359 -4.235 0.1066
H -2.812 -0.866 -2.280 0.0725
H -1.785 0.447 -3.036 0.0314
H -2.935 0.753 -1.771 0.0671
H -5.214 0.273 -1.511 0.0966
H -6.744 0.181 -2.199 0.1107
H -4.940 2.585 -2.739 0.0403
H -6.248 2.398 -1.518 0.0662
H -6.606 2.398 -3.233 0.0765
C -4.157 2.619 0.698 -0.0691
C -4.820 3.347 1.868 -0.2214
N -4.322 4.720 2.022 -0.2242
C -4.908 5.593 0.989 -0.2333
C -4.355 7.024 0.962 -0.0730
C -4.623 5.220 3.372 -0.2394
C -3.701 4.657 4.439 -0.0642
H -3.066 2.633 0.735 0.0508
H -4.439 2.973 -0.295 0.0343
H -4.498 1.582 0.656 0.0832
H -5.914 3.285 1.808 0.1327
H -4.628 2.747 2.756 0.0912
H -4.670 5.160 0.015 0.0962
H -6.003 5.595 1.033 0.1334
H -3.268 7.085 0.892 0.0541
H -4.731 7.477 0.042 0.0847
H -4.735 7.646 1.769 0.0732
H -5.679 5.049 3.621 0.1334
H -4.574 6.309 3.377 0.1051
H -4.060 5.016 5.406 0.0888
H -2.694 5.048 4.275 0.0612
H -3.691 3.576 4.559 0.0523
C -3.954 -1.194 5.037 -0.0816
C -2.909 -1.398 3.932 -0.2369
N -2.776 -0.233 3.055 -0.1697
C -1.772 -0.448 2.028 -0.2391
C -2.314 -1.391 0.936 -0.0644
C -2.684 1.028 3.759 -0.2687
C -1.494 1.137 4.732 -0.0659
H -3.687 -0.466 5.802 0.0615
H -4.211 -2.155 5.480 0.0786
H -4.887 -0.819 4.605 0.0794
H -1.966 -1.649 4.436 0.0946
H -3.224 -2.273 3.367 0.1136
H -0.786 -0.769 2.383 0.0993
H -1.647 0.503 1.499 0.0959
H -1.682 -1.336 0.046 0.0514
H -3.317 -1.100 0.621 0.0732
H -2.334 -2.415 1.311 0.0647
H -2.582 1.839 3.031 0.0862
H -3.607 1.273 4.289 0.0945
H -1.635 0.534 5.628 0.0671
H -0.588 0.783 4.233 0.0565
H -1.303 2.171 5.034 0.0572
C -2.703 -4.253 -1.873 -0.0555
C -1.275 -3.778 -2.149 -0.2470
N -0.340 -4.767 -2.697 -0.2229
C -0.760 -5.252 -4.031 -0.2384
C 0.395 -5.878 -4.789 -0.0754
C -0.001 -5.898 -1.822 -0.2234
C 0.340 -5.467 -0.380 -0.0806
H -3.086 -4.927 -2.636 0.0737
H -3.360 -3.384 -1.800 0.0679
H -2.790 -4.708 -0.885 0.0736
H -1.318 -2.950 -2.863 0.0950
H -0.873 -3.391 -1.211 0.0942
H -1.568 -5.994 -4.010 0.1259
H -1.172 -4.351 -4.494 0.0702
H 0.708 -6.802 -4.309 0.0802
H 0.134 -6.002 -5.838 0.0667
H 1.262 -5.216 -4.735 0.0731
H 0.855 -6.488 -2.142 0.1120
H -0.871 -6.562 -1.743 0.1237
H 0.813 -6.286 0.155 0.0844
H -0.553 -5.142 0.153 0.0647
H 1.015 -4.610 -0.446 0.0622
C 0.016 -4.401 -8.520 -0.0741
C 0.141 -3.836 -7.119 -0.2671
N -0.782 -2.739 -6.857 -0.1601
C -0.370 -1.945 -5.713 -0.2406
C 0.998 -1.275 -5.827 -0.0933
C -2.164 -3.178 -6.752 -0.2450
C -3.163 -2.063 -6.995 -0.0698
H -0.003 -3.590 -9.249 0.0831
H -0.869 -5.017 -8.677 0.0680
H 0.877 -5.045 -8.700 0.0784
H -0.033 -4.687 -6.436 0.0493
H 1.184 -3.579 -6.946 0.1062
H -1.042 -1.096 -5.571 0.1017
H -0.407 -2.558 -4.793 0.0836
H 0.915 -0.536 -6.630 0.0866
H 1.274 -0.749 -4.913 0.0310
H 1.846 -1.897 -6.110 0.0635
H -2.376 -3.774 -5.852 0.1093
H -2.324 -3.865 -7.587 0.1109
H -3.008 -1.507 -7.916 0.0877
H -3.121 -1.341 -6.175 0.0242
H -4.160 -2.505 -6.957 0.0801
C 5.475 -1.332 8.000 -0.0893
C 6.338 -0.483 7.086 -0.2439
N 5.568 0.449 6.246 -0.1756
C 6.453 1.346 5.510 -0.2649
C 7.263 2.276 6.436 -0.0775
C 4.750 -0.313 5.307 -0.2459
C 3.589 0.501 4.728 -0.0919
H 4.596 -0.815 8.390 0.0799
H 6.026 -1.699 8.866 0.0771
H 5.104 -2.238 7.513 0.0590
H 6.983 0.127 7.711 0.0968
H 6.951 -1.149 6.462 0.1277
H 7.166 0.787 4.885 0.1147
H 5.848 1.973 4.853 0.0831
H 7.907 2.905 5.824 0.0734
H 6.612 2.831 7.110 0.0776
H 7.904 1.680 7.082 0.0568
H 4.244 -1.076 5.897 0.0751
H 5.348 -0.761 4.507 0.0976
H 2.920 0.917 5.486 0.0712
H 2.913 -0.179 4.200 0.0461
H 3.808 1.314 4.031 0.0316
C 7.716 -1.161 -1.512 -0.0899
C 7.453 -0.271 -0.310 -0.2770
N 6.794 -0.921 0.814 -0.1786
C 5.486 -1.464 0.453 -0.2497
C 4.858 -2.311 1.565 -0.0812
C 6.734 -0.054 1.993 -0.2370
C 5.821 1.170 1.835 -0.0797
H 8.172 -2.093 -1.183 0.0839
H 8.354 -0.603 -2.201 0.0740
H 6.844 -1.348 -2.142 0.0619
H 8.407 0.104 0.073 0.1178
H 6.905 0.635 -0.613 0.1024
H 5.553 -2.156 -0.386 0.1104
H 4.759 -0.669 0.234 0.0969
H 5.501 -3.137 1.871 0.0892
H 3.989 -2.765 1.086 0.0465
H 4.551 -1.730 2.436 0.0508
H 6.447 -0.627 2.872 0.0757
H 7.758 0.273 2.185 0.1167
H 6.200 1.753 0.995 0.0626
H 4.774 0.901 1.684 0.0553
H 5.853 1.846 2.691 0.0440
C 1.132 -3.405 2.320 -0.0824
C 0.797 -2.794 3.674 -0.2580
N 1.303 -3.559 4.801 -0.1765
C 2.737 -3.818 4.749 -0.2523
C 3.231 -4.854 5.754 -0.0755
C 0.791 -3.037 6.064 -0.2340
C 1.278 -1.648 6.493 -0.0701
H 0.419 -2.990 1.600 0.0589
H 0.938 -4.478 2.313 0.0828
H 2.137 -3.176 1.980 0.0397
H 1.163 -1.753 3.690 0.0957
H -0.290 -2.759 3.772 0.0927
H 3.045 -4.169 3.762 0.1030
H 3.325 -2.884 4.790 0.1005
H 2.678 -5.792 5.728 0.0816
H 4.291 -4.952 5.515 0.0763
H 3.159 -4.551 6.801 0.0608
H 1.127 -3.735 6.834 0.1034
H -0.297 -3.133 6.071 0.1101
H 0.663 -1.270 7.314 0.0758
H 1.219 -0.885 5.719 0.0416
H 2.272 -1.759 6.929 0.0597
```

Properties
HOMO level (hartree): -0.4021
Orbital gap (Eh): 0.1930
Relative energy (zero: lowest compared OMol25 entry of this formula, charge and spin) (eV): 1.928
E_LUMO (Ha): -0.2091
E_tot (eV): -92247.50302
Charge: +2